DFT (wB97M-V/def2-TZVPD) results for a cluster of 2 separate species, C7H12N2O2S in total at a distorted geometry.

Structure (XYZ):
```
24
Properties=species:S:1:pos:R:3:forces:R:3
C 3.1001 -0.0681 0.2452 3.774 1.449 1.557
C 0.7411 -0.1690 0.1206 2.112 3.204 -1.211
C -3.6242 0.2868 0.1400 2.975 0.832 1.125
C 3.1250 1.3945 0.2128 -0.263 1.281 -0.737
C 1.9057 1.9490 -0.5437 -0.561 -0.512 0.607
C 2.0930 -2.2158 0.5850 -0.125 -1.994 4.883
C -5.7594 -0.6022 -0.7073 -2.749 -1.245 -0.300
N 0.7367 1.1436 -0.2064 1.453 -0.348 0.894
N 2.0805 -0.7906 0.3301 -1.061 -0.950 -0.497
O -0.2262 -0.8026 0.1701 -2.555 -3.465 0.716
O -4.6039 0.2632 -0.5043 -2.062 0.112 -1.926
S -2.2565 0.5475 0.7353 -1.543 -0.224 0.447
H 4.1484 -0.3755 0.4870 -1.178 -1.106 -0.461
H 3.2115 1.6675 1.3588 -0.223 -0.117 -2.162
H 4.0339 1.7325 -0.3406 -0.410 -0.257 0.868
H 1.6715 2.9402 -0.2554 0.061 1.082 0.552
H 1.8547 1.9894 -1.6271 1.372 -0.243 -0.293
H 1.8660 -2.8313 -0.1910 -0.363 -1.035 -3.103
H 1.2129 -2.4961 1.2612 1.120 0.969 -0.608
H 2.9834 -2.7572 1.1355 -1.159 2.154 -1.177
H -6.6104 -0.0522 -0.2181 0.939 -0.652 -0.620
H -5.5755 -1.5654 -0.2404 0.203 0.189 0.420
H -6.0094 -0.8727 -1.7855 0.970 1.265 1.145
H -0.0989 1.6844 -0.1620 -0.726 -0.388 -0.120
```
Forces are in eV/Å.

The value obtained for the HOMO energy is -17.443 eV. As for the gap between HOMO and LUMO: 9.72 eV. Its net charge is +2. The LUMO energy comes out at -7.73 eV. The energy relative to the best compared isomer or geometry (same formula, charge and spin) comes out at 16.1 kcal per mole.